The following is a DFT calculation (wB97M-V/def2-TZVPD) of a molecular structure, C42H50FI2MoN10O4PSeSi at a distorted geometry.

Each line ends with the Löwdin spin population.
Cartesian coordinates (Å):
1 Mo -0.00219 -1.59012 -0.48713  1.54
2 I 1.73862 0.00826 -5.11811  0.00
3 C 2.80079 -1.07004 -3.65403  0.02
4 C 4.14861 -1.34965 -3.77557  0.00
5 C 4.80267 -2.04650 -2.77762  0.02
6 I 6.87599 -2.41857 -3.02100  0.00
7 C 4.13323 -2.49832 -1.62463  0.00
8 C 4.70168 -3.20877 -0.54707  0.02
9 C 3.88467 -3.60394 0.49227  0.00
10 C 2.53168 -3.28429 0.48984  0.02
11 N 1.96443 -2.56808 -0.48353  -0.01
12 C 2.74681 -2.19847 -1.52493  0.00
13 C 2.06733 -1.47204 -2.53538  0.00
14 O 0.81343 -1.21801 -2.36564  0.04
15 H 4.68567 -1.02936 -4.65481  0.00
16 H 5.75417 -3.45178 -0.54663  0.00
17 H 4.29369 -4.16606 1.31687  0.00
18 H 1.87871 -3.60758 1.29108  0.00
19 C -3.01151 5.61745 -1.70718  0.00
20 C -2.43601 5.80197 -0.30881  0.00
21 C -1.38359 6.91203 -0.28805  0.00
22 C -1.06931 7.26001 1.15973  0.00
23 C -0.74903 6.01147 1.93068  0.00
24 C -0.08534 6.10846 3.13429  0.00
25 C 0.28449 4.96562 3.82887  0.00
26 F 0.91413 5.10462 5.01249  0.00
27 C 0.05330 3.71714 3.31298  0.00
28 C -0.62930 3.59434 2.10110  0.00
29 C -0.81893 2.24409 1.54354  0.00
30 O -0.34536 1.25656 2.09508  0.01
31 C -1.57474 2.22279 0.30940  0.00
32 C -2.04367 3.36787 -0.24211  0.00
33 N -1.81989 4.60182 0.26198  0.00
34 C -1.08074 4.74058 1.42079  0.00
35 C -1.76028 0.88779 -0.37166  0.01
36 O -2.85584 0.46825 -0.72776  0.02
37 O -0.66433 0.27275 -0.55299  0.01
38 H -3.34991 6.58711 -2.06445  0.00
39 H -3.87033 4.95305 -1.70542  0.00
40 H -2.26593 5.24192 -2.40264  0.00
41 H -3.26069 6.09491 0.35740  0.00
42 H -1.74898 7.79105 -0.81709  0.00
43 H -0.48028 6.56458 -0.79445  0.00
44 H -1.92714 7.76053 1.61813  0.00
45 H -0.22745 7.95378 1.21746  0.00
46 H 0.15562 7.07816 3.53659  0.00
47 H 0.37368 2.82263 3.82203  0.00
48 H -2.60184 3.31608 -1.16153  0.00
49 N -0.32014 -3.52123 -0.41710  0.01
50 C -0.84607 -4.57678 -0.35074  0.06
51 C -1.49174 -5.75960 -0.26750  0.02
52 C -2.40443 -5.98202 0.77369  0.01
53 N -3.15572 -6.17576 1.62133  0.01
54 C -1.32522 -6.77991 -1.21295  0.00
55 N -1.21514 -7.63006 -1.97856  0.01
56 C -1.81067 -2.10612 4.90812  0.00
57 Si -0.51992 -2.71054 3.63669  0.03
58 C -0.49343 -4.60465 3.39020  0.01
59 C 1.24299 -2.14132 4.17265  0.01
60 Se -1.18303 -1.59458 1.69166  0.14
61 H -1.62103 -2.47923 5.90794  0.00
62 H -2.80601 -2.41855 4.60892  0.00
63 H -1.81130 -1.02048 4.93763  0.00
64 H -0.12526 -5.10016 4.28097  0.00
65 H 0.13884 -4.90288 2.55872  0.00
66 H -1.48980 -4.98155 3.18595  0.00
67 H 1.49895 -2.56382 5.13840  0.00
68 H 1.27758 -1.06113 4.26735  0.00
69 H 2.01509 -2.44514 3.47100  0.00
70 C 4.69637 2.72788 0.63015  0.00
71 C 3.23246 2.89777 1.03793  0.00
72 N 2.57987 1.63686 1.32706  0.00
73 C 2.62197 1.18522 2.70724  0.00
74 C 3.78971 0.24794 3.01484  0.00
75 C 1.98714 0.87674 0.38164  0.00
76 C 1.86894 1.44665 -1.00213  0.00
77 N 1.54676 -0.31766 0.60043  0.00
78 H 5.12014 3.70125 0.39977  0.00
79 H 4.78879 2.09439 -0.24801  0.00
80 H 5.27626 2.28301 1.43415  0.00
81 H 2.69558 3.42836 0.25047  0.00
82 H 3.18902 3.51928 1.93815  0.00
83 H 1.66022 0.70782 2.92184  0.00
84 H 2.69483 2.06799 3.34619  0.00
85 H 3.80381 -0.59584 2.32762  0.00
86 H 3.69288 -0.12529 4.03211  0.00
87 H 4.74445 0.76281 2.93500  0.00
88 H 2.84600 1.52274 -1.47629  0.00
89 H 1.40828 2.43086 -0.97372  0.00
90 H 1.22684 0.81178 -1.60955  0.00
91 H 1.64626 -0.62399 1.56463  0.00
92 C -2.90788 -2.44714 -4.99466  0.00
93 N -3.37868 -1.26507 -4.29574  0.00
94 C -4.60759 -1.59452 -3.59034  0.00
95 N -4.47661 -2.72580 -2.68737  0.00
96 C -3.95003 -3.87002 -3.40980  0.00
97 N -2.70488 -3.57877 -4.10687  0.00
98 C -1.62560 -3.33575 -3.17534  0.00
99 P -1.94816 -1.89085 -2.02200  0.00
100 C -2.37851 -0.71375 -3.40776  0.00
101 C -3.67442 -2.39088 -1.53418  0.00
102 H -1.96718 -2.22322 -5.50827  0.00
103 H -3.65942 -2.73444 -5.73782  0.00
104 H -5.37034 -1.83413 -4.33784  0.00
105 H -4.92347 -0.72422 -3.01274  0.00
106 H -4.68947 -4.18057 -4.15534  0.00
107 H -3.78592 -4.69665 -2.71081  0.00
108 H -0.70617 -3.12568 -3.74005  0.00
109 H -1.47210 -4.25759 -2.60429  0.00
110 H -1.46820 -0.50092 -3.98297  0.00
111 H -2.76442 0.21711 -2.98282  0.00
112 H -4.13276 -1.55179 -1.00294  0.00
113 H -3.62006 -3.25248 -0.85629  0.00

The calculation puts the largest force on an atom at 3.72 eV/A. For the frontier orbital gap (alpha / beta), the calculation gives 0.2375 / 0.2295 Eh. The energy relative to the best compared isomer or geometry (same formula, charge and spin) is 1.346 eV. As for the LUMO energy (alpha / beta): -0.74 / -1.17 eV. The value obtained for the HOMO energy (alpha / beta) is -7.21 / -7.42 eV. The spin multiplicity is 3.